1.
This record from the Open Molecules 2025 dataset describes a cluster of 15 separate species, H30O15 in total. The level of theory is ωB97M-V/def2-TZVPD.

Element x y z (Å)
1 H 0.1736 -0.9182 0.0394
2 H 0.0083 0.6308 -0.0276
3 H -1.9230 -3.6293 1.8496
4 H -0.9773 -3.6467 3.0294
5 H 2.8904 1.1934 -2.4639
6 H 3.4320 0.1364 -3.3722
7 H -3.5126 0.2247 0.5303
8 H -2.8161 -0.4791 1.6838
9 H -0.0529 -0.9279 -3.7419
10 H 0.3352 -2.3093 -3.7660
11 H -3.6438 2.0560 -2.3784
12 H -2.4654 1.6306 -1.5280
13 H 2.6556 -2.5261 -0.7321
14 H 3.6959 -2.8410 -1.8310
15 H 3.4759 1.3191 2.2473
16 H 4.0960 0.3701 1.0245
17 H 0.8174 1.3667 -3.1416
18 H 0.2404 2.1131 -1.9495
19 H 2.1970 1.1784 3.3260
20 H 3.1668 0.0519 3.7919
21 H -0.5515 -5.5363 1.1655
22 H 0.8029 -5.0537 0.9282
23 H -0.0241 0.8946 3.7980
24 H -1.1311 1.8799 4.2704
25 H -3.7968 4.1903 -0.1412
26 H -2.6603 3.1559 0.0093
27 H -3.3350 -1.0303 -1.9825
28 H -2.2194 -0.0576 -1.6722
29 H 0.3736 3.1682 1.6119
30 H 1.3299 2.0472 1.2546
31 O -0.3511 -0.2133 -0.2697
32 O -1.8408 -3.3029 2.8301
33 O 3.7029 0.8088 -2.6651
34 O -3.2891 0.2980 1.4111
35 O 0.5921 -1.4441 -3.4159
36 O -2.8040 2.3087 -2.1791
37 O 2.7355 -2.8084 -1.6170
38 O 3.3632 0.9946 1.3511
39 O 0.0050 1.7806 -2.7997
40 O 2.4804 0.2867 3.1270
41 O -0.0874 -5.0644 0.4766
42 O -0.6368 1.5131 3.4819
43 O -2.8287 4.0953 -0.1267
44 O -2.4807 -0.7474 -2.2996
45 O 0.8581 2.8429 0.8630

## Properties
Kohn-Sham gap: 9.8 eV
Total charge: 0
DFT total energy: -31195.8203 eV
ΔE to the lowest compared entry with this formula, charge and spin: 564.0 kJ/mol


2.
This record from the Open Molecules 2025 dataset describes a structure of composition C28H70Mg2N2O20. The level of theory is ωB97M-V/def2-TZVPD.

Element x y z (Å)
1 Mg -1.4892 -2.4137 0.3224
2 Mg -1.0012 3.2917 1.5930
3 N -3.7887 2.2546 0.6849
4 O -2.8456 3.0607 1.0439
5 O -3.7909 1.1290 1.2019
6 O -4.5121 2.5679 -0.2242
7 N -0.7881 0.5787 0.2167
8 O -0.4322 1.4756 1.0101
9 O -0.9924 -0.5615 0.6850
10 O -0.9704 0.8186 -0.9578
11 C 0.9326 1.7458 -3.6690
12 O 1.0998 1.3439 -4.9860
13 C 0.8923 -0.0403 -5.1896
14 C -0.5921 -0.3602 -5.2721
15 O -1.2818 0.3563 -6.2668
16 C -0.9727 -0.0198 -7.5878
17 H 1.2807 2.7684 -3.5296
18 H 1.4501 1.1198 -2.9251
19 H -0.1369 1.7547 -3.4093
20 H 1.3484 -0.6443 -4.3909
21 H 1.3872 -0.2575 -6.1347
22 H -1.1133 -0.0627 -4.3560
23 H -0.7650 -1.4480 -5.3761
24 H -1.3995 0.7182 -8.2612
25 H -1.3850 -1.0076 -7.8337
26 H 0.1036 -0.0530 -7.7887
27 C -3.3074 -2.5824 2.9022
28 O -3.0619 -2.2905 1.5338
29 C -4.2870 -1.8510 0.8798
30 C -4.0218 -1.3098 -0.5061
31 O -2.7972 -1.8442 -1.0711
32 C -2.7648 -1.7043 -2.4800
33 H -4.3055 -3.0102 3.0317
34 H -3.2611 -1.6812 3.5164
35 H -2.5917 -3.3315 3.2280
36 H -4.6766 -1.0151 1.4627
37 H -4.9846 -2.6898 0.8769
38 H -3.8644 -0.2270 -0.4442
39 H -4.8528 -1.4303 -1.2012
40 H -3.4573 -2.4174 -2.9472
41 H -1.8104 -2.0092 -2.9056
42 H -3.0204 -0.6801 -2.7455
43 C -1.3265 4.3029 -1.3844
44 O -0.5440 3.8954 -0.2743
45 C 0.8625 3.8175 -0.5492
46 C 1.6309 4.1629 0.7127
47 O 0.9745 3.6765 1.9038
48 C 1.5544 4.2704 3.0705
49 H -1.1616 3.6708 -2.2552
50 H -1.1843 5.3579 -1.6488
51 H -2.3821 4.2658 -1.1112
52 H 1.1668 4.4566 -1.3773
53 H 1.1351 2.8086 -0.8764
54 H 1.7574 5.2468 0.7755
55 H 2.5982 3.6689 0.6253
56 H 1.1425 5.2696 3.2418
57 H 2.6338 4.3451 2.9591
58 H 1.2834 3.6346 3.9087
59 C 1.1631 -1.8961 -1.2241
60 O -0.0147 -2.6627 -0.9420
61 C 0.0264 -3.9189 -1.6207
62 C -1.3018 -4.6527 -1.5189
63 O -1.9377 -4.3025 -0.2769
64 C -3.1024 -5.0714 -0.0740
65 H 2.0600 -2.5061 -1.2019
66 H 1.2422 -1.1172 -0.4688
67 H 1.0126 -1.3942 -2.1818
68 H 0.8219 -4.5211 -1.1707
69 H 0.3126 -3.8196 -2.6741
70 H -1.1064 -5.7269 -1.5523
71 H -2.0090 -4.4033 -2.3140
72 H -3.5640 -4.8162 0.8749
73 H -2.8879 -6.1360 -0.1651
74 H -3.8562 -4.8308 -0.8396
75 C 3.5084 -4.1760 0.8065
76 O 2.1094 -3.9966 0.9145
77 C 1.6032 -4.5766 2.0823
78 C 0.1016 -4.4983 2.1242
79 O -0.4101 -3.1666 1.8778
80 C 0.0838 -2.2162 2.8465
81 H 3.7595 -5.2371 0.7132
82 H 4.0337 -3.6746 1.6200
83 H 3.8138 -3.7354 -0.1454
84 H 2.0344 -4.1241 2.9918
85 H 1.9087 -5.6315 2.1727
86 H -0.2563 -4.8207 3.1048
87 H -0.3624 -5.1061 1.3525
88 H -0.6399 -1.4215 2.9960
89 H 1.0163 -1.7795 2.4850
90 H 0.2728 -2.7158 3.7984
91 C 3.2562 0.7102 1.1553
92 O 3.2056 1.4443 -0.0480
93 C 4.5051 1.8176 -0.4598
94 C 4.4884 2.2303 -1.9016
95 O 3.6731 3.3697 -2.0416
96 C 3.8655 4.0166 -3.2856
97 H 3.7655 1.3063 1.9231
98 H 3.6937 -0.2778 0.9897
99 H 2.2364 0.5943 1.5401
100 H 5.2295 0.9993 -0.3263
101 H 4.8982 2.6331 0.1671
102 H 4.1218 1.3905 -2.5116
103 H 5.5156 2.4335 -2.2279
104 H 4.9244 4.1897 -3.4886
105 H 3.3698 4.9875 -3.2474
106 H 3.3953 3.4516 -4.0979
107 C 1.8564 1.0153 4.8535
108 O 0.6988 1.2275 4.0755
109 C -0.4660 1.1804 4.8542
110 C -1.6243 1.6634 4.0518
111 O -1.4685 2.9811 3.5216
112 C -1.7180 4.0081 4.4848
113 H 1.8154 0.0451 5.3590
114 H 1.9797 1.8218 5.5888
115 H 2.7389 1.0473 4.2168
116 H -0.3335 1.7858 5.7669
117 H -0.6824 0.1625 5.2139
118 H -2.5338 1.6100 4.6583
119 H -1.8044 0.9995 3.2034
120 H -1.0032 3.9972 5.3097
121 H -2.7313 3.9490 4.8833
122 H -1.6168 4.9702 3.9786

## Properties
Kohn-Sham gap: 9.3 eV
Total charge: +2
DFT total energy: -84972.4166 eV


3.
This record from the Open Molecules 2025 dataset describes a cluster of 6 separate species, C31H70BFN6O23PS6 in total. The level of theory is ωB97M-V/def2-TZVPD.

Element x y z (Å)
1 C -3.8081 -0.2811 5.0523
2 C -2.9483 0.9895 4.7947
3 C -1.3993 0.8501 5.0789
4 C -0.6746 -0.4328 4.6319
5 C -0.2215 -0.7621 3.1731
6 B 0.5047 -2.2467 3.4120
7 O 1.3734 -2.8725 2.4922
8 O 0.4108 -2.9474 4.6366
9 C -0.3926 -4.1283 4.5737
10 C 0.8852 0.1349 2.4863
11 P 1.1162 1.8675 3.1395
12 C 2.8609 2.4557 3.2029
13 C -0.1470 3.1095 2.6508
14 C 0.9696 0.1375 0.8816
15 O 1.4511 1.4704 0.5719
16 C 2.1169 -0.7595 0.2898
17 N 3.4284 -0.5698 0.9297
18 C 4.4820 -0.0212 0.0591
19 C -0.4480 0.0157 0.0832
20 C -0.3749 -1.1836 -0.9147
21 C -1.6437 -1.5464 -1.7346
22 F -1.2682 -2.1427 -2.9704
23 C -0.7787 1.3481 -0.7235
24 C -0.0929 1.6378 -2.0961
25 N 1.2917 1.2725 -2.3401
26 N -0.1298 3.1314 -2.2325
27 N -0.8844 1.1561 -3.2897
28 C -1.6020 -0.0234 1.1432
29 N -2.9635 -0.2421 0.7021
30 C -3.9595 0.7062 1.3136
31 C -5.3065 0.5567 0.5039
32 C -6.1058 -0.7339 0.9526
33 N -1.4288 -0.9726 2.3035
34 S -1.7482 -2.6468 1.8156
35 H -3.6046 -1.1567 4.3917
36 H -4.8895 -0.0059 4.9880
37 H -3.6485 -0.5888 6.1148
38 H -3.3044 1.7606 5.5250
39 H -3.0601 1.4677 3.7955
40 H -0.9604 1.8381 4.8463
41 H -1.3579 0.8250 6.2052
42 H 0.2239 -0.5499 5.2871
43 H -1.3491 -1.2767 4.9489
44 H 2.2897 -2.6168 2.6776
45 H -0.3867 -4.6793 5.5450
46 H -0.1371 -4.8276 3.7457
47 H -1.4601 -3.8018 4.4444
48 H 1.8536 -0.3368 2.8119
49 H 3.4755 1.9746 2.3973
50 H 2.8733 3.5490 2.9535
51 H 3.3717 2.3379 4.1804
52 H -0.0994 3.4819 1.5979
53 H -1.1632 2.7246 2.9127
54 H -0.0034 4.0214 3.2864
55 H 2.2150 1.4271 -0.0207
56 H 1.9054 -1.8456 0.2733
57 H 2.2485 -0.5046 -0.7942
58 H 3.7705 -1.4756 1.2525
59 H 4.1296 0.5269 -0.8413
60 H 5.2476 -0.7660 -0.2760
61 H 5.0600 0.7284 0.6647
62 H -0.0964 -2.1226 -0.3700
63 H 0.4191 -1.0804 -1.6930
64 H -2.2421 -0.6494 -2.0063
65 H -2.3363 -2.2654 -1.2433
66 H -1.8731 1.2800 -0.9819
67 H -0.7607 2.2467 -0.0604
68 H 1.4224 0.4802 -2.9650
69 H 1.8512 2.0257 -2.7363
70 H -1.0576 3.4712 -1.9912
71 H 0.1538 3.4020 -3.1726
72 H -1.8842 1.2325 -3.1209
73 H -0.5972 0.2201 -3.5701
74 H -1.5909 0.9977 1.6205
75 H -3.1548 -0.1438 -0.2870
76 H -4.1812 0.2941 2.3217
77 H -3.6009 1.7604 1.3050
78 H -5.1404 0.4689 -0.5920
79 H -5.9242 1.4360 0.7911
80 H -7.1893 -0.5809 0.7543
81 H -5.7646 -1.6152 0.3540
82 H -5.9826 -0.9480 2.0418
83 H -2.2419 -0.7605 2.9079
84 H -3.1106 -2.7579 1.8389
85 C 0.5860 1.0709 -8.3435
86 C 1.1633 0.5462 -7.0452
87 O 1.9313 1.6342 -6.5220
88 S 1.2340 3.0262 -6.9435
89 O 0.4374 3.4703 -5.8551
90 O 2.2136 3.8442 -7.5698
91 O 0.2552 2.4370 -8.0766
92 H 1.3280 1.0499 -9.1449
93 H -0.2983 0.5191 -8.6557
94 H 1.7897 -0.3310 -7.1927
95 H 0.3737 0.3123 -6.3258
96 C -1.4527 8.1646 0.7264
97 C -0.9962 6.8273 0.1811
98 O -1.0230 5.9461 1.3108
99 S -2.2126 6.3929 2.3047
100 O -3.3464 5.5774 2.0373
101 O -1.6717 6.5487 3.6063
102 O -2.4795 7.8486 1.6748
103 H -0.6448 8.6743 1.2561
104 H -1.8415 8.8169 -0.0527
105 H 0.0017 6.8709 -0.2498
106 H -1.6967 6.4433 -0.5647
107 C 3.4276 7.2341 -6.4179
108 C 2.3634 8.1150 -7.0364
109 O 1.5640 8.5487 -5.9311
110 S 2.4969 8.6867 -4.6234
111 O 2.8734 10.0463 -4.4787
112 O 1.9004 7.9440 -3.5693
113 O 3.7683 7.8678 -5.1804
114 H 3.0375 6.2384 -6.1946
115 H 4.3067 7.1429 -7.0526
116 H 1.7567 7.5845 -7.7670
117 H 2.8031 8.9995 -7.5044
118 C 2.2125 -6.8288 0.1380
119 C 3.6029 -6.6431 -0.4333
120 O 3.9554 -5.2974 -0.0956
121 S 3.2710 -4.9047 1.3132
122 O 4.2268 -5.0782 2.3467
123 O 2.5464 -3.6880 1.1471
124 O 2.2212 -6.1232 1.3847
125 H 1.4561 -6.3732 -0.5054
126 H 1.9683 -7.8776 0.2953
127 H 3.6341 -6.7917 -1.5102
128 H 4.3216 -7.3126 0.0456
129 C 0.2292 -11.4812 2.3843
130 C 0.5814 -10.1504 1.7494
131 O 0.7251 -10.4363 0.3567
132 S -0.2903 -11.6276 -0.0492
133 O -1.4585 -11.0476 -0.6067
134 O 0.4502 -12.6386 -0.7080
135 O -0.6370 -12.1230 1.4449
136 H 1.1160 -12.1061 2.5131
137 H -0.2710 -11.3620 3.3434
138 H 1.5006 -9.7270 2.1506
139 H -0.2321 -9.4284 1.8634

## Properties
Kohn-Sham gap: 6.1 eV
Total charge: +1
DFT total energy: -166995.2670 eV


4.
This record from the Open Molecules 2025 dataset describes an isolated molecule of C7H15N. The level of theory is ωB97M-V/def2-TZVPD.

Element x y z (Å)
1 C 0.7954 1.5886 1.1597
2 C 1.2640 0.8616 0.1581
3 C 2.5473 1.2132 -0.5328
4 C 0.5480 -0.4506 -0.3854
5 C 0.7559 -1.5898 0.6080
6 C -0.8864 -0.1578 -0.7796
7 C -2.0159 -0.6008 0.2640
8 N -3.3611 -0.4004 -0.2332
9 H 1.3316 2.4496 1.5302
10 H -0.1316 1.3586 1.6563
11 H 3.0343 2.0659 -0.0626
12 H 2.3577 1.4604 -1.5784
13 H 3.2328 0.3655 -0.5145
14 H 1.0816 -0.7170 -1.3049
15 H 0.3113 -1.3526 1.5707
16 H 1.8212 -1.7530 0.7621
17 H 0.3220 -2.5130 0.2286
18 H -1.0424 0.9048 -0.9819
19 H -1.1087 -0.6883 -1.7103
20 H -1.9224 -1.6582 0.5165
21 H -1.9063 -0.0114 1.1745
22 H -3.5134 0.5739 -0.4722
23 H -3.5149 -0.9491 -1.0729

## Properties
Kohn-Sham gap: 10.0 eV
Total charge: 0
DFT total energy: -8991.6786 eV
ΔE to the lowest compared entry with this formula, charge and spin: 78.3 kJ/mol


Among the records above, which one has the highest DFT total energy? C7H15N


What is the formula in the fourth record? C7H15N